(one)
A single C4H3FO molecule. Source: the OMol25 dataset; level of theory: ωB97M-V/def2-TZVPD.

Output
- Kohn-Sham gap (spin up / spin down): 7.9 / 8.7 eV
- HOMO level (spin up / spin down): -7.93 / -8.84 eV
- LUMO energy (spin up / spin down): -0.0232 / -0.0920 eV

Geometry as ORCA input:
```
! wB97M-V def2-TZVPD RIJCOSX def2/J DEFGRID3
* xyz 0 1
C -2.88569 -0.05515 -0.07848
C -1.71765 -0.33244 -0.02083
C -0.18530 -0.37152 -0.01859
C 2.23495 0.63670 -0.18076
O 0.82145 0.54497 -0.04605
F 2.88177 -0.53256 0.04383
H -3.93190 0.04641 -0.08354
H 0.14251 -1.41039 0.02968
H 2.63986 1.47398 0.35473
*
```

These are the natural (NBO) partial charges, in e, on atoms 1 to 6: -0.187, -0.106, 0.117, 0.443, -0.482, -0.338



(two)
A molecular structure, C4H3FO. Source: the OMol25 dataset; level of theory: ωB97M-V/def2-TZVPD.

Output
- Kohn-Sham gap: 8.6 eV
- HOMO level: -8.82 eV
- LUMO energy: -0.1783 eV

Geometry as ORCA input:
```
! wB97M-V def2-TZVPD RIJCOSX def2/J DEFGRID3
* xyz 0 1
C -2.86399 -0.35699 0.40332
C 0.51442 -1.05611 -0.36008
C -1.35168 -0.51114 0.02791
C 1.48153 -0.19239 -0.46231
O -1.62523 0.72238 0.15610
F 0.69816 -2.34360 -0.39513
H -2.96083 -0.37669 1.48674
H 2.55774 -0.59294 -0.71301
H 1.28260 0.86174 -0.44700
*
```

These are the natural (NBO) partial charges, in e, on atoms 1 to 6: -0.209, 0.429, 0.437, -0.517, -0.474, -0.301



Energies relative to the most stable structure, in kcal/mol: (one) 0.0; (two) 28.7.



(one)
2 unconnected molecules or ions with the total composition C5H14O. Source: the OMol25 dataset; level of theory: ωB97M-V/def2-TZVPD.

Output
- Structure (SMILES): CCC(C)C.O
- Kohn-Sham gap: 11.7 eV
- HOMO level: -10.77 eV
- LUMO energy: 0.8995 eV

Geometry as ORCA input:
```
! wB97M-V def2-TZVPD RIJCOSX def2/J DEFGRID3
* xyz 0 1
C 0.68411 -1.87949 -1.13210
C -0.63464 -1.48272 -0.39424
C -0.90253 0.02813 -0.19868
C -2.30040 0.62935 -0.62348
C -0.43114 0.60665 1.11271
H 0.82417 -2.82004 -0.55327
H 1.43515 -1.11395 -0.97056
H 0.47377 -2.03233 -2.18019
H -0.78098 -1.96263 0.59545
H -1.48162 -2.06479 -0.81726
H -0.12788 0.42618 -0.91562
H -2.30955 1.67108 -0.31674
H -2.44844 0.49014 -1.69219
H -3.07525 0.00177 -0.17281
H -0.74524 0.01649 1.99706
H 0.62448 0.92750 1.14701
H -1.00192 1.53522 1.20629
O 3.11088 1.76592 0.98760
H 2.62734 1.14155 0.45132
H 2.53521 2.14881 1.66369
*
```

These are the natural (NBO) partial charges, in e, on atoms 1 to 6: -0.615, -0.402, -0.218, -0.599, -0.607, 0.222



(two)
2 unconnected molecules or ions with the total composition C5H14O. Source: the OMol25 dataset; level of theory: ωB97M-V/def2-TZVPD.

Output
- Structure (SMILES): CC(C)O.CC
- Kohn-Sham gap: 11.2 eV
- HOMO level: -10.26 eV
- LUMO energy: 0.9781 eV

Geometry as ORCA input:
```
! wB97M-V def2-TZVPD RIJCOSX def2/J DEFGRID3
* xyz 0 1
C 1.50269 -1.61972 1.64968
C 0.96245 -0.30818 1.13667
C -0.31547 0.11264 1.84647
O 1.93545 0.74835 1.36625
H 1.86284 -1.67066 2.67662
H 2.33131 -1.93876 1.00984
H 0.78371 -2.43976 1.54222
H 0.90652 -0.25700 0.05412
H -0.70621 1.03275 1.40705
H -0.11988 0.33869 2.89509
H -1.14357 -0.60006 1.79985
H 2.14520 0.76948 2.30090
C -1.15744 0.15653 -1.98242
C -1.38482 1.35971 -2.89286
H -0.12679 -0.21323 -2.01219
H -1.70631 -0.64955 -2.48322
H -1.41190 0.15612 -0.92737
H -1.15944 1.10730 -3.92670
H -0.77469 2.23615 -2.66334
H -2.42365 1.67921 -2.79668
*
```

These are the natural (NBO) partial charges, in e, on atoms 1 to 6: -0.641, 0.084, -0.635, -0.725, 0.209, 0.218



Energies relative to the most stable structure, in kcal/mol: (one) 13.0; (two) 0.0.



(one)
2 unconnected molecules or ions with the total composition C5H14O. Source: the OMol25 dataset; level of theory: ωB97M-V/def2-TZVPD.

Output
- Structure (SMILES): CCC.CCO
- Kohn-Sham gap: 11.2 eV
- HOMO level: -10.27 eV
- LUMO energy: 0.9123 eV

Geometry as ORCA input:
```
! wB97M-V def2-TZVPD RIJCOSX def2/J DEFGRID3
* xyz 0 1
C -0.32680 1.65325 -2.06302
C 0.87118 1.90682 -1.09953
C 1.53984 0.59252 -0.63575
H 0.04301 1.81803 -3.08965
H -1.10873 2.40025 -1.99056
H -0.87544 0.69776 -1.99412
H 1.39607 2.63185 -1.69699
H 0.45239 2.51952 -0.28046
H 1.23978 0.47754 0.38079
H 1.33818 -0.24394 -1.33769
H 2.63245 0.56579 -0.58027
C -0.35195 -2.57697 1.63800
C -1.23329 -1.36698 1.58648
O -0.44894 -0.17573 1.80489
H -0.93237 -3.49279 1.82383
H 0.36295 -2.38834 2.46092
H 0.20111 -2.87473 0.73510
H -1.64631 -1.21896 0.55011
H -2.07993 -1.44362 2.25266
H -1.07320 0.51871 1.53524
*
```

These are the natural (NBO) partial charges, in e, on atoms 1 to 6: -0.609, -0.407, -0.634, 0.200, 0.202, 0.199



(two)
2 unconnected molecules or ions with the total composition C5H14O. Source: the OMol25 dataset; level of theory: ωB97M-V/def2-TZVPD.

Output
- Structure (SMILES): CC(C)O.CC
- Kohn-Sham gap: 10.9 eV
- HOMO level: -10.04 eV
- LUMO energy: 0.8550 eV

Geometry as ORCA input:
```
! wB97M-V def2-TZVPD RIJCOSX def2/J DEFGRID3
* xyz 0 1
C 1.98159 -0.87142 -1.21680
C 0.59161 -0.48343 -0.76420
C 0.10785 0.81310 -1.32043
O -0.24730 -1.47542 -1.52064
H 1.94252 -1.72135 -1.93035
H 2.73478 -1.12846 -0.40187
H 2.48888 -0.08149 -1.84505
H 0.55176 -0.81228 0.35356
H 0.70645 0.98215 -2.29234
H -0.98151 0.54896 -1.55563
H 0.16020 1.64364 -0.73278
H -0.64753 -2.28290 -1.10783
C -0.75781 0.83693 1.66822
C -1.54306 1.18517 2.96620
H -0.41880 1.73628 1.07518
H 0.12962 0.23368 1.79100
H -1.47572 0.25416 1.00805
H -0.94926 1.01321 3.81847
H -2.36344 0.43231 2.93606
H -2.18062 2.10330 3.05080
*
```

These are the natural (NBO) partial charges, in e, on atoms 1 to 6: -0.644, 0.076, -0.633, -0.802, 0.241, 0.208



(three)
2 unconnected molecules or ions with the total composition C5H14O. Source: the OMol25 dataset; level of theory: ωB97M-V/def2-TZVPD.

Output
- Structure (SMILES): CCC(C)C.O
- Kohn-Sham gap: 11.9 eV
- HOMO level: -11.13 eV
- LUMO energy: 0.7741 eV

Geometry as ORCA input:
```
! wB97M-V def2-TZVPD RIJCOSX def2/J DEFGRID3
* xyz 0 1
C -0.96131 0.39352 -1.73378
C -0.14441 0.60132 -0.46618
C -0.41989 -0.43917 0.62951
C 0.13586 0.02950 1.95602
C -1.88224 -0.82338 0.79582
H -2.04153 0.47175 -1.56940
H -0.75722 -0.62371 -2.09670
H -0.70018 1.09043 -2.52622
H -0.24478 1.58299 -0.00373
H 0.92185 0.51504 -0.71981
H 0.11452 -1.35947 0.38745
H 0.26807 -0.78730 2.65888
H 1.09505 0.52937 1.89661
H -0.53692 0.72539 2.45687
H -2.26311 -1.35540 -0.06618
H -1.96932 -1.50344 1.65044
H -2.52492 0.04417 0.94134
O 4.28531 0.12024 -1.31001
H 3.73502 0.61560 -0.69307
H 3.89016 0.17256 -2.18786
*
```

These are the natural (NBO) partial charges, in e, on atoms 1 to 6: -0.611, -0.388, -0.220, -0.601, -0.607, 0.206



Energies relative to the most stable structure, in kcal/mol: (one) 27.2; (two) 48.8; (three) 0.0.



(one)
2 unconnected molecules or ions with the total composition C5H14O. Source: the OMol25 dataset; level of theory: ωB97M-V/def2-TZVPD.

Output
- Structure (SMILES): CCC.CCO
- Kohn-Sham gap: 11.0 eV
- HOMO level: -10.15 eV
- LUMO energy: 0.8288 eV

Geometry as ORCA input:
```
! wB97M-V def2-TZVPD RIJCOSX def2/J DEFGRID3
* xyz 0 1
C -1.83816 0.65143 -1.81071
C -1.27229 0.28765 -0.42891
C -1.69918 1.28936 0.65158
H -1.28227 0.43937 -2.62032
H -1.98532 1.85065 -1.98979
H -2.83955 0.24425 -2.02069
H -1.61185 -0.73866 -0.10774
H -0.15407 0.25276 -0.47597
H -0.99604 1.98071 1.17542
H -2.68146 1.82850 0.20029
H -2.25792 0.77188 1.44297
C 1.98845 -0.59661 1.51031
C 2.35926 -1.06678 0.14672
O 1.82656 -2.27477 0.02298
H 2.65400 0.29539 1.77821
H 2.05956 -1.38281 2.38155
H 0.89169 -0.22314 1.47685
H 2.17481 -0.26635 -0.68906
H 3.35937 -1.12808 0.10491
H 1.30443 -2.21476 -0.74860
*
```

These are the natural (NBO) partial charges, in e, on atoms 1 to 6: -0.596, -0.429, -0.627, 0.202, 0.193, 0.207



(two)
2 unconnected molecules or ions with the total composition C5H14O. Source: the OMol25 dataset; level of theory: ωB97M-V/def2-TZVPD.

Output
- Structure (SMILES): CCC(C)C.O
- Kohn-Sham gap: 11.6 eV
- HOMO level: -10.72 eV
- LUMO energy: 0.8833 eV

Geometry as ORCA input:
```
! wB97M-V def2-TZVPD RIJCOSX def2/J DEFGRID3
* xyz 0 1
C -0.73605 1.23128 2.05330
C 0.25836 0.08388 1.77032
C 0.65851 0.08830 0.27763
C 2.00151 -0.80727 -0.04898
C -0.47410 -0.46707 -0.58410
H -0.80893 1.42082 3.13745
H -1.73437 0.95100 1.67725
H -0.42068 2.16273 1.55373
H 1.08974 0.56320 2.32216
H 0.02992 -0.87569 2.27281
H 0.77348 1.17821 0.10811
H 1.69364 -1.86387 -0.12260
H 2.83498 -0.73294 0.66964
H 2.35920 -0.47531 -1.03815
H -0.00437 -0.53265 -1.57992
H -1.42043 0.09179 -0.67760
H -0.70161 -1.48816 -0.23450
O -1.46179 0.03354 -3.90585
H -1.74773 -0.45053 -3.09827
H -2.18927 -0.11125 -4.55243
*
```

These are the natural (NBO) partial charges, in e, on atoms 1 to 6: -0.603, -0.408, -0.198, -0.613, -0.634, 0.209



Energies relative to the most stable structure, in kcal/mol: (one) 41.7; (two) 0.0.



(one)
A single C8H10O molecule. Source: the OMol25 dataset; level of theory: ωB97M-V/def2-TZVPD.

Output
- Kohn-Sham gap (spin up / spin down): 5.7 / 5.7 eV
- HOMO level (spin up / spin down): -6.33 / -6.33 eV
- LUMO energy (spin up / spin down): -0.6681 / -0.6669 eV

Geometry as ORCA input:
```
! wB97M-V def2-TZVPD RIJCOSX def2/J DEFGRID3
* xyz 0 1
C 1.35946 -0.96869 1.50906
C -0.02474 2.00500 -0.48982
C 1.10771 -0.20481 0.27539
C -0.09393 0.59059 0.05304
C -0.91558 -0.47658 -0.69945
C -1.04191 -1.17708 -1.81444
O 2.10691 -0.23574 -0.61299
C -1.38334 0.07087 0.60721
C -2.06202 -0.09693 1.71779
H 1.94968 0.39702 -1.33145
H 2.01750 -1.81981 1.32988
H 1.83310 -0.30614 2.24329
H 0.40116 -1.24999 1.96409
H 0.67078 2.12077 -1.32870
H -1.00946 2.30100 -0.85225
H 0.28132 2.68703 0.30714
H -0.19826 -1.34920 -2.47415
H -1.96773 -1.68678 -2.05287
H -3.03066 -0.60053 1.64924
*
```

These are the natural (NBO) partial charges, in e, on atoms 1 to 6: -0.724, -0.587, 0.667, -0.253, 0.032, -0.431



(two)
A single C8H10O molecule. Source: the OMol25 dataset; level of theory: ωB97M-V/def2-TZVPD.

Output
- Structure (SMILES): C=C1C=CC(CCO)=C1
- Kohn-Sham gap: 8.8 eV
- HOMO level: -8.67 eV
- LUMO energy: 0.0956 eV

Geometry as ORCA input:
```
! wB97M-V def2-TZVPD RIJCOSX def2/J DEFGRID3
* xyz 0 1
C 0.85113 -0.86696 3.03560
C 0.27275 -0.46249 1.92231
C -1.01868 -0.91043 1.39026
C -1.21565 -0.27383 0.23095
C -0.06415 0.63235 -0.03225
C 0.09377 1.41588 -1.30801
C 0.52161 0.49979 -2.45186
O -0.44059 -0.52437 -2.72767
C 0.82269 0.49628 0.96509
H 0.43211 -1.54749 3.76277
H 1.84147 -0.47000 3.31823
H -1.66543 -1.66443 1.79806
H -2.08177 -0.36613 -0.41095
H -0.87581 1.92072 -1.55992
H 0.81061 2.22556 -1.14866
H 0.64140 1.04310 -3.39913
H 1.45637 0.01985 -2.17038
H -0.36853 -1.16954 -1.99370
H 1.75345 1.01973 1.11238
*
```

These are the natural (NBO) partial charges, in e, on atoms 1 to 6: -0.283, -0.084, -0.225, -0.226, -0.014, -0.459



Energies relative to the most stable structure, in kcal/mol: (one) 126.7; (two) 0.0.



(one)
A single C4H5N3S molecule. Source: the OMol25 dataset; level of theory: ωB97M-V/def2-TZVPD.

Output
- Structure (SMILES): CC1=NSC=NN=C1
- Kohn-Sham gap: 8.9 eV
- HOMO level: -8.82 eV
- LUMO energy: 0.0727 eV

Geometry as ORCA input:
```
! wB97M-V def2-TZVPD RIJCOSX def2/J DEFGRID3
* xyz 0 1
C 2.42016 -0.52423 0.44695
C 1.13394 -0.31253 0.09745
N 0.37161 -1.31338 -0.01732
S -1.29431 -1.21713 -0.30118
C -1.66926 0.44418 0.50292
N -1.08673 1.56223 0.49597
N 0.07286 1.91698 -0.42003
C 1.00485 1.10797 -0.56996
H 2.68462 -1.73143 0.46800
H 2.76056 0.06517 1.39236
H 3.06408 -0.14870 -0.33613
H -2.49133 0.42517 1.15032
H 1.84872 1.41067 -1.13006
*
```

These are the natural (NBO) partial charges, in e, on atoms 1 to 6: -0.651, 0.185, -0.544, 0.391, -0.050, -0.267



(two)
A single C4H5N3S molecule. Source: the OMol25 dataset; level of theory: ωB97M-V/def2-TZVPD.

Output
- Structure (SMILES): N#C[C@H]1CN(S)C=N1
- Kohn-Sham gap: 10.2 eV
- HOMO level: -9.72 eV
- LUMO energy: 0.5122 eV

Geometry as ORCA input:
```
! wB97M-V def2-TZVPD RIJCOSX def2/J DEFGRID3
* xyz 0 1
N -3.24318 -0.73090 -0.67985
C -2.30580 -0.27510 -0.17393
C -1.10686 0.24457 0.48963
C 0.08077 -0.76630 0.45288
N 1.19657 0.14531 0.19017
S 2.72728 -0.40534 -0.24483
C 0.63990 1.33408 -0.26061
N -0.61482 1.48301 -0.15400
H -1.33734 0.51625 1.51667
H -0.01873 -1.49126 -0.36707
H 0.22090 -1.29795 1.39796
H 2.45857 -0.86289 -1.48179
H 1.30275 2.10653 -0.68522
*
```

These are the natural (NBO) partial charges, in e, on atoms 1 to 6: -0.301, 0.282, -0.200, -0.218, -0.593, 0.228



(three)
A single C4H5N3S molecule. Source: the OMol25 dataset; level of theory: ωB97M-V/def2-TZVPD.

Output
- Structure (SMILES): C=C1SC=N/C1=N/N
- Kohn-Sham gap: 8.0 eV
- HOMO level: -8.07 eV
- LUMO energy: -0.0494 eV

Geometry as ORCA input:
```
! wB97M-V def2-TZVPD RIJCOSX def2/J DEFGRID3
* xyz 0 1
C 0.07086 1.76288 -0.18536
C -0.60882 0.66781 0.14606
S -2.38250 0.40346 0.10558
C -2.27482 -1.27789 -0.12675
N -1.00921 -1.75131 -0.09016
C -0.00459 -0.68079 0.02663
N 1.18376 -1.08660 -0.03402
N 2.20745 -0.22065 0.06172
H 1.05366 1.66709 -0.37709
H -0.58885 2.64397 -0.43899
H -3.26064 -1.86373 0.10651
H 2.35060 0.45230 0.89862
H 3.26311 -0.71652 -0.09274
*
```

These are the natural (NBO) partial charges, in e, on atoms 1 to 6: -0.365, -0.230, 0.315, -0.132, -0.400, 0.255



Energies relative to the most stable structure, in kcal/mol: (one) 70.9; (two) 0.0; (three) 54.6.